Entry 1:
{"formula": "F4Mg2", "method": "ωB97M-V with the def2-TZVPD basis set", "symbols": ["F", "F", "Mg", "F", "F", "Mg"], "positions_angstrom": [[33.0291, 17.4838, 28.8463], [29.4333, 17.1497, 29.6112], [32.5960, 18.8918, 29.2865], [31.5761, 16.5989, 30.4101], [31.1873, 18.5311, 29.5783], [30.4751, 17.6652, 30.5109]], "lowdin_charge": [-0.407, -0.391, 1.000, -0.397, -0.329, 0.523], "lumo_energy_ev": -2.337, "charge": 0, "gap_ev": 7.7}

Entry 2:
{"formula": "C42H41FeN7O4", "method": "ωB97M-V with the def2-TZVPD basis set", "symbols": ["H", "C", "H", "H", "O", "H", "H", "H", "C", "H", "C", "C", "H", "C", "H", "C", "C", "H", "C", "H", "H", "C", "H", "C", "N", "H", "C", "C", "C", "C", "C", "C", "C", "C", "C", "H", "C", "O", "H", "H", "H", "H", "H", "H", "C", "C", "H", "C", "H", "H", "H", "C", "C", "H", "H", "C", "H", "N", "C", "H", "H", "C", "H", "C", "C", "C", "N", "H", "H", "H", "O", "C", "C", "H", "H", "H", "C", "C", "N", "N", "C", "C", "N", "Fe", "H", "C", "C", "N", "C", "C", "H", "C", "O", "H", "H"], "positions_angstrom": [[-1.6863, 1.9395, 0.5577], [2.2637, -3.5922, -0.8011], [0.0200, -3.8244, 2.4618], [-1.3186, 0.0402, -2.9919], [0.6545, 1.0695, 0.7180], [1.4636, 0.9712, -7.7733], [-4.0185, 3.3740, 3.8409], [-0.4858, 1.0739, 4.5659], [-3.1599, 2.8323, 3.4664], [2.5293, -5.7062, -0.5470], [4.6149, 1.2227, -2.6798], [-1.3268, -1.2119, 0.8803], [-0.7118, 6.0224, 0.0053], [-3.1871, -2.7243, -3.4745], [-2.4312, 2.3116, 5.4148], [5.4476, 1.2400, -1.5695], [1.9983, 2.0614, 2.9967], [3.3151, -3.3976, -0.9723], [1.7567, 0.9614, -5.7673], [-2.7392, 4.6651, -0.6368], [3.5377, 3.3023, 3.8144], [-2.9412, 2.7231, 2.1009], [-1.4861, -4.2611, -0.2239], [-0.1501, -0.8770, 1.8176], [1.0061, 0.9084, -3.2226], [-2.0254, -0.3716, 0.8393], [-1.8384, 2.0270, 1.6250], [-0.4332, -4.0702, -0.3823], [-4.4766, -2.5425, -2.9865], [-1.5312, -2.3997, 2.8847], [-2.2697, 2.2364, 4.3474], [-2.7163, -2.1611, 3.7942], [2.0957, -0.2672, 3.5521], [-4.6574, -2.0874, -1.6920], [-1.0952, 3.6984, -1.4047], [-1.0927, -2.6052, -3.0409], [-1.1690, 6.1357, -0.9758], [-0.6121, -1.3353, 3.0731], [-5.3318, -2.7642, -3.6113], [-3.4470, -2.9606, 3.6768], [-3.0329, -3.0935, -4.4806], [-1.5396, -4.5486, 2.8822], [1.7127, -1.5406, -1.0206], [1.5054, 2.8805, 2.4860], [3.5215, 0.9966, -0.1822], [-0.8511, -3.7353, 3.1117], [4.9911, 1.3030, -3.6887], [2.2803, 1.0276, -3.5979], [-0.3897, 6.3527, -1.7040], [-2.4203, 4.9767, -2.3422], [0.7492, -1.4231, 1.5046], [-1.1693, 1.5401, 3.8686], [-0.9401, 1.4262, 2.5014], [-2.3871, -2.1308, 4.8327], [3.7272, -0.8545, 4.8103], [-2.0982, -2.4509, -2.6654], [-5.6574, -1.9520, -1.3006], [-1.1428, 0.4368, -3.9102], [1.3539, -2.5432, -0.8266], [5.5108, 1.1300, 0.5832], [0.1182, -6.1270, -0.1796], [-0.0002, -2.7661, -0.6103], [3.1167, 1.1845, -7.2541], [1.4627, 0.7767, 2.8914], [4.8955, 1.1225, -0.3051], [0.4720, -5.1198, -0.3578], [-0.4078, 2.7844, -1.4371], [-3.1802, -1.2069, 3.5434], [-3.6422, 3.1665, 1.4033], [-3.7301, -1.4736, 0.1330], [-1.9381, -2.3172, 1.5205], [3.2567, 1.0895, -2.4755], [3.2473, -0.0306, 4.2978], [1.6912, -1.2683, 3.5047], [-1.8540, 6.9797, -0.9419], [6.5174, 1.3427, -1.6932], [-3.5616, -1.8090, -0.8803], [3.7742, 1.2456, 4.3939], [2.1451, 1.0516, -7.0401], [2.7298, 1.0587, -4.8254], [0.2423, 0.6108, 1.9810], [0.1275, 0.7014, -4.2356], [0.4639, 0.7586, -5.5203], [0.5848, 0.9451, -1.0626], [-1.7482, 0.1542, -4.6636], [3.1420, 2.2974, 3.7387], [-1.9510, 4.8764, -1.3625], [2.7213, 0.9793, -1.2515], [-1.0047, -1.6159, -0.5822], [1.8247, -4.8852, -0.5635], [4.6655, 1.4253, 4.9805], [-2.2714, -1.9897, -1.3590], [-0.4963, -0.4875, -1.2607], [3.0354, 0.9125, 0.7807], [-0.5365, -3.8204, 4.1517]], "lowdin_charge": [0.077, -0.070, 0.085, 0.066, -0.236, 0.117, 0.105, 0.127, -0.082, 0.105, 0.018, -0.154, 0.086, -0.075, 0.109, -0.018, -0.041, 0.103, -0.423, 0.119, 0.105, -0.079, 0.128, -0.157, 0.093, 0.147, -0.041, -0.024, -0.083, -0.560, -0.060, 0.029, -0.012, -0.065, -0.107, 0.127, -0.072, -0.014, 0.105, 0.095, 0.106, 0.098, 0.086, 0.126, -0.062, 0.028, 0.119, -0.274, 0.084, 0.131, 0.157, -0.009, -0.133, 0.096, 0.107, -0.049, 0.107, 0.203, -0.032, 0.120, 0.110, -0.151, 0.115, -0.168, -0.012, -0.063, 0.186, 0.092, 0.096, 0.113, -0.014, -0.180, -0.066, 0.113, 0.085, 0.121, -0.007, -0.085, 0.187, 0.190, -0.363, -0.415, 0.187, 0.978, 0.118, -0.073, -0.182, 0.042, -0.357, -0.080, 0.104, -0.149, -0.251, 0.103, 0.096], "multiplicity": 6, "lumo_energy_ev": [-3.034, -3.553], "charge": 1, "s_squared": 8.76, "gap_ev": [7.9, 7.4]}

Entry 3:
{"formula": "C7H19NP", "method": "ωB97M-V with the def2-TZVPD basis set", "symbols": ["H", "H", "H", "H", "H", "H", "C", "C", "H", "H", "H", "N", "C", "C", "P", "H", "H", "C", "H", "H", "H", "H", "C", "H", "C", "H", "H", "H"], "positions_angstrom": [[0.8300, -2.8962, 1.0149], [-0.9292, 1.4463, -1.6530], [-1.9663, 0.6360, -0.3460], [0.9339, 2.2148, -0.5466], [0.5415, 2.4413, 1.0004], [-1.4293, 1.6772, 1.3513], [-0.8215, 0.8467, 1.8800], [0.4239, 0.3664, 0.6108], [-0.6511, -1.1803, -0.2989], [-0.2927, 1.0595, 2.8221], [0.4417, -0.6816, -2.5887], [1.0165, 1.8106, 0.3833], [-0.1702, -0.3173, -0.6108], [-1.3035, 0.5380, -1.2131], [1.8863, -0.6350, 1.1399], [2.0222, 1.8082, 0.5137], [1.6815, -1.0722, -1.3620], [-2.0489, -0.2667, -2.3558], [-2.6197, 0.4299, -2.8936], [-2.6271, -1.0571, -1.8434], [0.3318, -1.7783, 2.5182], [-1.2637, -0.7319, -3.0131], [1.0871, -2.1451, 1.8322], [-1.3737, -0.0918, 2.0348], [0.9062, -0.4472, -1.6026], [2.1661, 0.1895, 2.2544], [1.3838, 0.4506, -1.6387], [1.8444, -2.6144, 2.6102]], "lowdin_charge": [0.073, 0.106, 0.095, 0.152, 0.130, 0.093, 0.008, -0.530, 0.122, 0.064, 0.104, 0.183, -0.432, -0.196, 0.918, 0.125, 0.030, -0.048, 0.055, 0.093, 0.014, 0.076, -0.306, 0.063, -0.089, -0.040, 0.048, 0.090], "lumo_energy_ev": -3.196, "charge": 1, "gap_ev": 9.6}

Entry 4:
{"formula": "C53H45BrInN6O3", "method": "ωB97M-V with the def2-TZVPD basis set", "symbols": ["C", "C", "H", "O", "C", "H", "C", "H", "H", "C", "H", "C", "C", "C", "O", "C", "C", "C", "H", "C", "N", "H", "H", "H", "C", "C", "H", "C", "H", "C", "C", "C", "H", "C", "C", "C", "C", "C", "C", "H", "N", "C", "H", "C", "C", "C", "C", "H", "H", "C", "H", "H", "H", "C", "C", "C", "C", "H", "Br", "H", "C", "H", "C", "C", "C", "C", "C", "H", "H", "H", "H", "C", "N", "H", "H", "N", "H", "H", "C", "H", "C", "C", "H", "C", "C", "C", "H", "H", "H", "H", "C", "H", "H", "H", "H", "C", "N", "In", "H", "C", "H", "H", "N", "H", "C", "O", "C", "H", "C"], "positions_angstrom": [[0.6008, 2.1842, 2.5533], [1.3988, -0.6134, 3.4643], [-0.7836, 0.5553, 5.7641], [-1.3724, -1.4045, -2.3840], [4.0432, 1.0094, 0.2692], [4.5254, 0.7850, -3.0717], [2.4824, -0.0737, -1.4169], [1.6038, 1.7974, 2.7347], [0.4856, 3.0424, 3.2081], [3.8217, -3.3052, -2.9126], [-2.6289, 3.0545, -2.7015], [-0.4995, -3.7457, 0.1285], [3.4629, -3.2198, -4.2579], [5.1605, 1.7697, 0.6036], [-0.8729, 0.2721, 1.9274], [0.3365, 0.1352, 3.9800], [1.5850, -3.2403, 0.9745], [-2.7194, 2.9142, -1.6312], [3.7684, -2.3383, -0.9917], [2.1672, -1.4289, 4.2762], [-2.2955, 2.1344, 0.2897], [-0.5733, -2.8617, -6.4915], [2.4939, -2.1462, 6.2798], [-0.7362, -5.6088, -0.9029], [-3.9645, 2.8174, 4.8322], [-5.0563, 0.0955, -0.4348], [4.3638, -4.1733, -2.5499], [-4.0634, 1.7142, 3.9948], [-0.8411, -3.1877, -4.0209], [1.2698, -5.3162, -0.1571], [-1.2293, 0.2976, -5.5050], [-2.9222, 1.1645, 3.4189], [-0.7988, -0.5504, -7.4368], [-0.7979, -2.0147, -5.8555], [2.4508, -1.0728, -3.8200], [2.1003, -4.4478, 0.5392], [-3.2743, 3.0394, 0.4931], [-0.4190, 1.0575, 2.9860], [-1.6589, 1.7057, 3.6564], [5.3381, 2.0387, 1.6399], [0.8337, 1.7598, 0.1725], [1.8864, -1.5212, 5.6364], [-1.6473, 0.7881, -3.4173], [-3.5791, 3.5822, -0.7367], [0.7310, 4.0320, 0.8345], [-1.8823, -3.2928, -0.0305], [-6.0680, -0.5870, 0.2222], [-5.2607, 1.0391, -0.9257], [0.5560, 0.4757, -2.2330], [-1.5741, 2.7961, 4.5241], [3.3475, 0.6703, 1.0280], [-2.5984, -3.9712, -0.5007], [-5.0325, 1.2779, 3.7794], [2.7826, -2.1011, -4.7052], [-0.9277, -0.7361, -6.3780], [4.6944, 1.0697, -2.0372], [3.7929, 0.6628, -1.0543], [1.6518, -6.2592, -0.5287], [-7.8126, 0.1566, 0.2808], [6.9116, 2.7853, -0.1248], [-4.5429, -2.3277, 0.8255], [-4.8513, 3.2528, 5.2764], [-3.5039, -1.6386, 0.2010], [-2.7105, 3.3488, 5.1020], [2.8020, -1.1477, -2.4782], [0.0528, 0.0196, 5.3356], [1.2170, 2.1189, -1.0541], [-1.3481, 1.3131, -5.8616], [2.9958, -1.9871, 3.8551], [-6.6295, -2.3240, 1.3478], [1.9022, 1.4123, -2.9387], [-5.8268, -1.8003, 0.8424], [0.3039, -2.8944, 0.7776], [-1.8528, 1.4934, 0.9863], [3.1349, -4.6971, 0.7320], [-1.2253, -1.2042, -3.6594], [-4.3342, -3.2615, 1.3354], [2.5047, -2.0199, -5.7489], [-0.0504, -4.9611, -0.3663], [1.6343, -0.5291, 2.4051], [5.8110, 1.8292, -1.7056], [0.8251, -0.8030, 6.1579], [2.2026, -2.5195, 1.4923], [3.4954, -2.2809, -2.0399], [-3.7766, -0.4344, -0.4443], [1.5029, 0.9968, -2.0139], [-0.6112, 3.2224, 4.7823], [-4.3135, 4.3435, -0.9545], [-2.9696, 0.0595, -0.9772], [-3.6666, 3.2292, 1.4825], [0.6568, 2.6745, 1.1279], [0.5877, -0.8780, 7.2131], [1.7160, 3.7242, -2.3898], [-3.0033, 0.2982, 2.7747], [-2.6135, 4.1977, 5.7690], [-1.3878, 0.0462, -4.1592], [-1.9409, 2.0380, -1.0049], [-0.1542, -0.5868, 0.1414], [1.9280, -0.2016, -4.2050], [6.0438, 2.1881, -0.3834], [1.1593, 5.4719, -0.6989], [0.5506, 4.7660, 1.6115], [-2.1751, -2.1015, 0.2840], [3.7270, -4.0140, -4.9483], [1.0834, 4.4195, -0.4491], [1.9582, -0.6772, -0.2741], [-0.9437, -2.2277, -4.5020], [6.5034, 2.1388, -2.4814], [1.3766, 3.4529, -1.3974]], "lowdin_charge": [-0.017, -0.046, 0.108, -0.147, -0.018, 0.115, -0.467, 0.121, 0.096, -0.077, 0.096, -0.262, -0.099, -0.075, -0.297, -0.119, -0.112, -0.170, 0.118, -0.077, -0.003, 0.114, 0.099, 0.116, -0.096, -0.112, 0.101, -0.079, 0.138, -0.054, -0.044, -0.032, 0.108, -0.055, -0.043, -0.050, -0.094, -0.424, -0.151, 0.100, 0.116, -0.096, 0.115, -0.078, -0.009, -0.108, -0.698, 0.097, 0.083, -0.050, 0.100, 0.140, 0.104, -0.094, -0.073, -0.026, -0.139, 0.109, 0.714, 0.097, -0.019, 0.099, -0.258, -0.083, -0.137, -0.014, -0.269, 0.114, 0.101, 0.100, 0.116, -0.130, 0.071, 0.093, 0.110, -0.199, 0.115, 0.096, -0.014, 0.086, -0.085, -0.081, 0.097, -0.019, -0.028, -0.071, 0.110, 0.090, 0.065, 0.113, -0.241, 0.101, 0.114, 0.114, 0.101, -0.013, 0.022, 0.984, 0.101, -0.101, 0.108, 0.114, 0.041, 0.097, -0.043, -0.269, -0.007, 0.099, -0.008], "multiplicity": 2, "lumo_energy_ev": [-0.300, -0.358], "charge": 0, "s_squared": 0.76, "gap_ev": [5.1, 7.9]}

In kcal/mol, the energy relative to the best compared isomer or geometry (same formula, charge and spin) values for the records above are, in order, 217.6; 1.4; 48.4; 39.1.